DFT (ωB97M-V/def2-TZVPD) results for the molecule C15H20N4O2 at a distorted geometry.

```
41
Properties=species:S:1:pos:R:3
N -0.03 -2.62 3.72
N 0.31 -1.48 3.02
N 1.53 -0.88 3.35
C 1.67 0.06 2.35
C 2.75 1.09 2.34
C 2.70 2.06 1.29
C 3.71 2.93 1.13
C 4.84 2.85 1.96
C 4.98 1.88 3.02
C 3.90 0.97 3.13
C 0.47 0.06 1.54
C -0.35 -0.94 1.97
O -1.56 -1.39 1.49
C -1.98 -0.80 0.25
C -1.15 -1.12 -0.98
N -1.86 -0.68 -2.16
C -2.02 0.74 -2.38
C -2.44 0.98 -3.81
O -3.42 0.04 -4.36
C -3.09 -1.38 -4.15
C -2.88 -1.63 -2.72
H 0.39 -3.48 3.43
H -1.03 -2.69 3.85
H 1.92 2.06 0.43
H 3.67 3.73 0.41
H 5.68 3.50 1.81
H 5.96 1.64 3.48
H 4.15 0.13 3.74
H 0.25 0.68 0.68
H -2.24 0.27 0.38
H -2.96 -1.25 -0.08
H -0.92 -2.16 -1.00
H -0.26 -0.49 -1.04
H -2.83 1.08 -1.75
H -1.03 1.25 -2.16
H -1.56 1.11 -4.55
H -2.97 1.91 -3.78
H -3.98 -1.98 -4.47
H -2.21 -1.73 -4.67
H -3.70 -1.72 -2.05
H -2.40 -2.62 -2.69
```

Summary:
SMILES = Nn1nc(-c2ccccc2)cc1OCCN1CCOCC1
gap between HOMO and LUMO = 0.320 Ha

=====

DFT (ωB97M-V/def2-TZVPD) results for a structure of composition C18H27N4O2PdS.

```
53
Properties=species:S:1:pos:R:3
Pd -0.16 -1.05 -0.46
C -2.51 -2.46 0.60
N -2.15 -1.65 -0.60
C -3.08 -0.50 -0.71
C -2.25 -2.48 -1.84
C -1.03 -3.35 -1.95
N 0.21 -2.50 -1.88
C 1.36 -3.37 -1.53
C 0.47 -1.86 -3.20
H -3.54 -2.80 0.51
H -2.41 -1.84 1.49
H -1.85 -3.32 0.69
H -4.09 -0.86 -0.94
H -2.75 0.17 -1.50
H -3.11 0.03 0.24
H -2.32 -1.80 -2.69
H -3.16 -3.08 -1.81
H -1.03 -3.91 -2.88
H -0.97 -4.07 -1.14
H 1.44 -4.17 -2.27
H 1.21 -3.81 -0.54
H 2.28 -2.79 -1.55
H 0.49 -2.62 -3.97
H 1.44 -1.36 -3.16
H -0.31 -1.13 -3.43
N 5.90 0.23 -0.24
C 4.59 0.00 -0.26
C 3.96 -0.82 0.71
C 2.62 -1.05 0.63
N 1.83 -0.52 -0.34
C 2.42 0.28 -1.25
C 3.75 0.57 -1.25
H 6.50 -0.18 0.46
H 6.35 0.81 -0.93
H 4.53 -1.27 1.51
H 2.14 -1.69 1.36
H 1.77 0.72 -2.00
H 4.15 1.23 -2.01
O -2.86 6.34 3.95
C -2.08 5.97 2.98
O -1.44 6.71 2.27
C -1.72 4.55 2.66
C -1.78 4.16 1.28
C -1.39 2.93 0.92
C -0.86 2.01 1.92
S -0.32 0.51 1.59
C -0.75 2.46 3.31
C -1.16 3.70 3.65
H -3.33 5.62 4.40
H -2.15 4.88 0.56
H -1.43 2.59 -0.10
H -0.34 1.77 4.03
H -1.07 4.06 4.68
```

Summary:
gap between HOMO and LUMO (alpha / beta) = 0.147 / 0.146 Ha
total charge = +3

=====

DFT (ωB97M-V/def2-TZVPD) results for the ion C5H10NO with charge +1 at a distorted geometry.

```
17
Properties=species:S:1:pos:R:3
N -2.38 -1.00 -1.41
C -1.46 -1.30 -0.28
C -0.33 -0.61 -0.10
C 0.34 -0.49 1.25
C 1.60 0.39 1.18
C 1.27 1.66 0.44
O 1.59 1.78 -0.72
H -2.14 -0.04 -1.66
H -2.35 -1.55 -2.27
H -3.35 -0.94 -1.08
H -1.80 -2.11 0.36
H 0.11 -0.25 -1.03
H -0.39 -0.08 1.94
H 0.48 -1.52 1.59
H 1.92 0.61 2.20
H 2.38 -0.14 0.65
H 0.85 2.55 0.93
```

Summary:
SMILES = [NH3+]/C=C/CCC=O
gap between HOMO and LUMO = 0.340 Ha
total charge = +1